{"formula": "C4H8FNO", "method": "ωB97M-V/def2-TZVPD", "de_lowest_kcal_mol": 64.48, "homo_ha": -0.339, "charge": 0, "total_energy_ha": -386.95961, "elements": ["C", "C", "C", "C", "N", "O", "F", "H", "H", "H", "H", "H", "H", "H", "H"], "positions_angstrom": [[-1.117673, -1.067810, 0.361146], [-0.985567, -1.273220, 1.909624], [1.856865, 0.678008, -1.302373], [1.085795, 1.933744, -1.492415], [-1.449676, 0.193790, -0.021975], [-1.187068, -1.901345, -0.518302], [1.981157, 2.835812, -1.719999], [-0.717413, -0.313152, 2.291211], [-1.918570, -1.479994, 2.326206], [-0.346163, -2.075588, 2.123066], [1.306199, -0.096860, -1.630814], [2.887286, 0.724189, -1.671417], [1.897372, 0.547504, -0.228167], [-1.422718, 1.043584, 0.518972], [-1.869826, 0.251338, -0.944762]], "forces_ev_per_angstrom": [[-1.6646, 0.2930, 0.4348], [0.5057, 1.1083, -2.8099], [1.5133, 2.5032, 0.7955], [-0.2604, -0.9734, 0.2949], [-0.2176, 0.8863, -0.0743], [0.7437, -1.1849, 0.6161], [0.6893, 1.4523, -0.3130], [0.7551, 0.4143, 0.6716], [-1.7992, -0.4900, 0.3256], [1.1706, -0.8230, 0.4197], [-1.7639, -2.9192, -1.3007], [-0.2013, -0.0916, -0.0982], [-0.0144, 0.0437, 0.6193], [0.0753, -0.3317, 0.1433], [0.4683, 0.1128, 0.2751]], "mulliken_charge": [0.711, -1.042, -0.674, -0.041, -0.351, -0.638, -0.119, 0.316, 0.321, 0.307, 0.277, 0.314, 0.238, 0.164, 0.218]}



{"formula": "C42H44O3P2PdS", "method": "ωB97M-V/def2-TZVPD", "de_lowest_kcal_mol": 0.00, "spin_multiplicity": 5, "homo_ha": [-0.431, -0.430], "charge": 2, "total_energy_ha": -3060.43755, "elements": ["Pd", "C", "C", "C", "C", "C", "C", "C", "C", "C", "H", "H", "H", "H", "H", "H", "H", "H", "H", "H", "H", "H", "H", "H", "H", "P", "P", "C", "C", "C", "C", "C", "C", "C", "C", "C", "C", "C", "C", "C", "C", "C", "C", "C", "C", "C", "C", "C", "C", "C", "C", "C", "C", "H", "H", "H", "H", "H", "H", "H", "H", "H", "H", "H", "H", "H", "H", "H", "H", "H", "H", "H", "H", "H", "H", "C", "C", "C", "C", "C", "C", "C", "S", "O", "O", "O", "H", "H", "H", "H", "H", "H", "H"], "positions_angstrom": [[-2.092091, 0.319805, -2.264900], [-3.037628, 1.982493, -2.678930], [-2.974726, 2.409758, -1.253342], [-4.195092, 2.081993, -0.405872], [-4.726432, 0.663739, -0.668638], [-3.713921, -0.327113, -1.210142], [-3.734830, -0.849890, -2.532942], [-4.344131, -0.109229, -3.684023], [-4.243952, 1.465201, -3.463450], [1.308153, -1.635933, 0.584075], [-2.313665, 2.520988, -3.304726], [-2.703870, 3.478649, -1.217810], [-5.003993, 2.810613, -0.597194], [-3.950650, 2.195161, 0.663515], [-5.065955, 0.259013, 0.294218], [-5.612112, 0.701023, -1.316000], [-3.251714, -0.968275, -0.456905], [-3.443033, -1.894130, -2.669602], [-5.383013, -0.405663, -3.877335], [-3.811650, -0.366237, -4.622512], [-4.112528, 1.865936, -4.484208], [-5.187911, 1.865495, -3.062665], [1.339163, -0.971300, -0.286075], [2.015891, -2.462373, 0.450480], [1.584266, -1.051701, 1.473554], [-1.246251, 2.060527, -0.042322], [-0.348006, -2.255161, 0.796000], [-1.468411, 0.574933, 0.997441], [-1.423044, -0.809567, 1.033213], [-0.662142, 3.268867, 1.160122], [-1.439219, 3.733892, 2.239853], [-0.871996, 4.627556, 3.152132], [0.467662, 5.023585, 3.028034], [1.269026, 4.478367, 2.022831], [0.696976, 3.631872, 1.080874], [-0.192955, 2.482969, -1.461324], [0.147127, 1.458965, -2.387588], [0.357132, 1.830683, -3.739215], [0.302281, 3.165603, -4.119494], [0.098264, 4.179553, -3.172199], [-0.114731, 3.837718, -1.839916], [-0.579446, -3.240889, 2.277202], [-0.227766, -2.605293, 3.485672], [-0.339590, -3.288853, 4.696440], [-0.845584, -4.591873, 4.726119], [-1.273966, -5.193252, 3.538172], [-1.155418, -4.523902, 2.314491], [-0.828708, -3.101787, -0.734316], [-0.011469, -3.006422, -1.880231], [-0.306520, -3.744872, -3.026020], [-1.466682, -4.524049, -3.087368], [-2.353301, -4.521138, -2.002340], [-2.044639, -3.805139, -0.839886], [-1.981983, 0.967211, 1.908846], [-2.270233, -1.211521, 1.631003], [-2.466094, 3.390965, 2.371340], [-1.470080, 4.995463, 3.987068], [0.905307, 5.729399, 3.733592], [2.332636, 4.685734, 1.980822], [1.309923, 3.246319, 0.265902], [0.466262, 0.482462, -2.007789], [0.604263, 1.062868, -4.471198], [0.482959, 3.445291, -5.160814], [0.124786, 5.225548, -3.482290], [-0.229912, 4.637265, -1.106784], [0.146959, -1.579276, 3.464328], [-0.033475, -2.799289, 5.621887], [-0.932452, -5.123516, 5.675955], [-1.712798, -6.192624, 3.571775], [-1.506228, -4.996134, 1.396124], [0.885425, -2.389427, -1.850371], [0.391277, -3.720118, -3.866915], [-1.669495, -5.118192, -3.982005], [-3.285480, -5.094388, -2.058168], [-2.735611, -3.845019, 0.003074], [8.497397, -1.580002, 1.307795], [7.149898, -0.914916, 1.319720], [6.607943, -0.452374, 2.526462], [5.365541, 0.173297, 2.561541], [4.639907, 0.357386, 1.379025], [5.157983, -0.120875, 0.168893], [6.406212, -0.745725, 0.145629], [3.043149, 1.182072, 1.482680], [2.295841, 0.340022, 2.439046], [3.374060, 2.509348, 1.977608], [2.531733, 1.109027, 0.104582], [9.302428, -0.873709, 1.548954], [8.543455, -2.392038, 2.044284], [8.694262, -1.988788, 0.313574], [7.175074, -0.579636, 3.451202], [4.967342, 0.537151, 3.505248], [4.578774, 0.031427, -0.735226], [6.829846, -1.111607, -0.791348]], "forces_ev_per_angstrom": [[4.8000, -1.2319, 0.5373], [-0.6562, 3.0147, -1.1924], [-0.6147, 0.6824, 0.4886], [-0.2166, 0.1561, 0.4058], [-0.0329, 0.2561, 0.2140], [-1.6769, -2.0213, -0.4768], [-1.4224, -0.6902, 1.2830], [0.1023, 0.5727, -0.0510], [-0.2726, 0.1452, -0.6426], [-0.1591, -0.6921, -0.1294], [-0.4393, 0.0809, 0.1492], [-0.0820, -0.1216, -0.0795], [0.4237, -0.1774, -0.0231], [-0.1053, 0.0135, -0.3372], [-0.0234, -0.0478, -0.3011], [0.3487, -0.1038, 0.1280], [-0.2574, -0.1228, -0.1791], [0.2956, 0.2366, -0.0588], [0.0670, 0.1088, 0.1985], [-0.1258, 0.0146, 0.5319], [-0.2908, 0.0535, 0.5363], [0.3034, -0.1727, -0.1401], [0.0962, 0.0409, 0.2700], [-0.1257, 0.1151, 0.0076], [0.0991, 0.1365, -0.0166], [0.4464, 0.4492, -0.2158], [0.7282, 0.9111, -0.1253], [0.0676, 4.0244, 0.2822], [-0.5614, -4.5244, 0.4414], [-0.5212, 0.1381, 0.6084], [0.2360, 0.2081, 0.1972], [-0.2765, -0.2704, -0.1260], [0.0376, -0.3264, -0.2257], [-0.4976, 0.1453, 0.2069], [0.1009, -0.0838, -0.4928], [0.5359, -1.1955, -0.5192], [-0.1868, 0.8554, -0.4269], [0.3150, -0.3156, 0.5316], [-0.0127, 0.2179, -0.2418], [0.2788, -0.5909, -0.0963], [-0.4982, -0.0372, 0.0920], [-0.4851, -0.1298, 0.4324], [0.1312, -0.1140, -0.0949], [-0.0258, 0.0669, -0.1046], [-0.0556, 0.1958, -0.3515], [-0.0164, 0.0786, -0.0594], [0.2124, 0.0354, 0.0506], [-0.7401, 0.1443, -0.4818], [0.0994, -0.1017, 0.3823], [-0.0843, 0.0587, -0.0140], [0.1097, 0.2290, 0.2162], [-0.0036, 0.0644, -0.0135], [0.1174, -0.2800, -0.0801], [1.0710, 0.1649, -0.3867], [-0.0931, 0.1080, -0.9120], [0.1571, 0.2133, 0.0065], [0.1413, -0.0753, -0.3004], [-0.1876, -0.2238, -0.1075], [-0.1925, -0.0424, -0.0923], [0.0274, 0.0068, 0.4628], [-0.2797, 0.0174, -0.1457], [0.0502, 0.1992, 0.1507], [-0.1282, -0.1781, 0.3434], [0.0477, -0.3154, 0.1894], [-0.2181, -0.3167, -0.1722], [0.0914, -0.2464, 0.1124], [-0.0867, -0.1257, -0.2995], [0.0383, 0.1601, -0.3419], [0.1650, 0.3300, -0.0894], [0.2431, -0.0027, 0.3366], [-0.0946, -0.3049, -0.0440], [-0.2942, 0.0030, 0.2636], [-0.0106, 0.1988, 0.3582], [0.4106, 0.2349, 0.0714], [0.1419, 0.0258, -0.2027], [0.0970, -0.0680, -0.1219], [-0.3565, 0.1702, 0.0981], [-0.1791, 0.0931, -0.1030], [0.1398, 0.0273, -0.1773], [0.1845, -0.3777, -0.0928], [-0.1148, 0.2460, 0.5036], [0.1019, -0.0310, 0.2375], [2.2197, -0.8082, 0.3318], [-0.5165, 0.6350, -0.2964], [-0.8377, -0.2386, -0.3188], [-0.8981, 0.3496, 0.1170], [-0.2070, -0.1018, -0.0438], [-0.0032, 0.1486, -0.1863], [0.1095, -0.0395, 0.1679], [-0.1703, 0.0329, -0.2487], [0.0175, -0.0508, -0.1575], [0.1218, -0.0493, 0.0202], [-0.1943, 0.1326, 0.1753]], "mulliken_charge": [-0.176, -0.459, -0.567, -0.441, -1.455, 0.594, -0.829, -0.663, -1.154, -1.164, 0.638, 1.183, 0.515, 0.134, 0.477, 0.270, 0.723, 0.417, 0.414, 0.388, 0.367, 0.319, 0.292, 0.564, 0.204, 1.030, 1.928, 0.338, -1.290, 0.995, -0.323, -0.784, -0.668, -1.041, -0.835, 1.854, -1.016, -0.563, -0.851, -0.784, -0.678, 0.229, -0.546, -0.732, -0.473, -0.736, -0.163, 0.534, -0.425, -0.795, -0.531, -1.030, -0.329, 0.341, 0.631, 0.329, 0.440, 0.430, 0.543, 0.788, 0.224, 0.530, 0.438, 0.465, 0.471, 0.360, 0.430, 0.400, 0.412, 0.485, 0.424, 0.477, 0.440, 0.454, 0.514, -1.390, 0.976, -0.689, -0.862, -0.027, -0.194, -0.731, 1.555, -0.814, -0.632, -0.606, 0.311, 0.342, 0.344, 0.365, 0.412, 0.420, 0.286]}